No. 1
ORCA calculation (the ωB97M-V functional and the def2-TZVPD basis) on an isolated ion of composition C7H19NP and charge +1.

Properties
E_LUMO = -3.29 eV
charge = +1
energy above the lowest of the compared OMol25 structures with the same formula, charge and spin = 44.8 kcal/mol
orbital gap = 9.386 eV
E = -673.88693 Eh
strongest force on any atom = 0.0825 Eh/bohr
2S+1 = 1

Cartesian coordinates (Å):
P  -0.125  -1.283  0.114
N  -2.731  -1.191  -0.468
C  -1.999  0.328  1.371
C  2.635  -1.166  0.687
C  1.745  -0.201  -0.094
C  -1.563  0.829  -1.168
C  -1.663  -0.136  -0.039
C  2.145  0.033  -1.585
C  1.606  1.198  0.475
H  -2.828  1.106  1.451
H  0.663  1.626  -0.040
H  -3.671  -1.160  0.125
H  3.293  0.231  -1.641
H  -0.285  -1.309  1.615
H  -2.462  -0.448  2.045
H  3.474  -0.678  1.095
H  -2.829  -1.016  -1.488
H  2.053  -1.650  1.538
H  -1.040  1.734  -0.731
H  2.524  1.792  0.373
H  -2.449  1.213  -1.526
H  2.924  -2.054  0.138
H  1.911  -0.697  -2.344
H  -0.933  0.402  -1.914
H  1.507  0.880  -1.951
H  -1.156  0.755  1.767
H  -2.252  -2.087  -0.306
H  1.459  1.192  1.557

Atomic partial charges in e from the Löwdin method, atoms 1 to 4: 1.05 0.14 -0.12 -0.13

No. 2
ORCA calculation (the ωB97M-V functional and the def2-TZVPD basis) on one molecule with the formula C3H7FOS.

Properties
E_LUMO (spin up / spin down) = 0.74 / -2.41 eV
energy above the lowest of the compared OMol25 structures with the same formula, charge and spin = 0.0 kcal/mol
<S²> = 2.006
orbital gap (spin up / spin down) = 5.536 / 7.264 eV
E = -691.58777 Eh
strongest force on any atom = 0.0968 Eh/bohr
2S+1 = 3

Cartesian coordinates (Å):
S  1.019  -0.397  -0.864
F  -0.690  2.263  -0.920
O  -0.645  0.619  1.321
C  1.847  -1.440  0.401
C  -1.533  1.194  -0.867
C  -0.810  0.147  0.063
H  2.899  -1.666  0.074
H  1.259  -2.257  0.654
H  -1.654  0.781  -1.787
H  -2.474  1.339  -0.420
H  1.948  -0.861  1.261
H  0.149  1.150  1.200
H  -1.313  -0.871  -0.116

Atomic partial charges in e from the Löwdin method, atoms 1 to 4: 0.86 -0.05 -0.06 -0.38

No. 3
ORCA calculation (the ωB97M-V functional and the def2-TZVPD basis) on an isolated ion of composition C3H3N2OS and charge +1.

Properties
E_LUMO (spin up / spin down) = -6.89 / -6.89 eV
charge = +1
energy above the lowest of the compared OMol25 structures with the same formula, charge and spin = 0.0 kcal/mol
orbital gap (spin up / spin down) = 7.487 / 7.486 eV
E = -698.78668 Eh
strongest force on any atom = 0.0456 Eh/bohr
2S+1 = 1

Cartesian coordinates (Å):
S  -1.786  -0.702  -3.138
O  -1.873  2.198  -1.512
N  -0.274  -0.818  -0.912
N  -0.452  1.150  0.010
C  -1.266  1.241  -1.171
C  -1.124  -0.118  -1.778
C  0.086  -0.050  0.101
H  0.009  -1.780  -1.064
H  0.740  -0.369  0.900
H  -0.330  1.919  0.662

Atomic partial charges in e from the Löwdin method, atoms 1 to 4: 0.97 0.22 0.10 0.20

No. 4
ORCA calculation (the ωB97M-V functional and the def2-TZVPD basis) on C9H15N as an isolated structure.

Properties
E_LUMO = 0.98 eV
energy above the lowest of the compared OMol25 structures with the same formula, charge and spin = 104.9 kcal/mol
orbital gap = 9.262 eV
E = -406.51792 Eh
strongest force on any atom = 0.0875 Eh/bohr
2S+1 = 1

Cartesian coordinates (Å):
N  -1.811  0.845  -0.278
C  -0.761  0.299  1.846
C  0.776  2.782  0.292
C  -0.825  -1.846  -0.636
C  0.638  1.289  -0.038
C  -0.603  -2.250  0.563
C  -1.672  -0.271  -0.834
C  1.871  0.508  0.420
C  -0.661  0.783  0.558
C  -0.461  -2.321  -1.994
H  1.750  -0.559  0.236
H  -0.007  -3.311  -1.947
H  -1.742  0.311  2.305
H  2.758  0.869  -0.102
H  0.014  0.566  2.549
H  1.666  3.193  -0.185
H  -0.086  3.338  -0.076
H  -0.206  -3.174  0.942
H  0.245  -1.638  -2.476
H  0.853  2.927  1.370
H  -2.366  -0.514  -1.639
H  0.557  1.185  -1.125
H  -1.343  -2.360  -2.639
H  -0.625  -1.282  1.401
H  2.041  0.633  1.489

Atomic partial charges in e from the Löwdin method, atoms 1 to 4: 0.12 -0.02 -0.06 -0.29

No. 5
ORCA calculation (the ωB97M-V functional and the def2-TZVPD basis) on C3H3O3Tl as an isolated structure.

Properties
E_LUMO (spin up / spin down) = -5.85 / -7.37 eV
charge = +1
energy above the lowest of the compared OMol25 structures with the same formula, charge and spin = 168.0 kcal/mol
<S²> = 0.812
orbital gap (spin up / spin down) = 8.706 / 7.349 eV
E = -513.78291 Eh
strongest force on any atom = 0.1313 Eh/bohr
2S+1 = 2

Cartesian coordinates (Å):
Tl  2.731  0.227  0.516
O  -0.640  -1.306  -0.070
O  -2.024  1.153  -0.916
O  1.266  -0.390  -0.707
C  -2.234  0.649  0.228
C  -1.233  -0.284  0.853
C  0.402  -0.548  0.163
H  -1.583  -0.799  1.755
H  -3.266  0.335  0.516
H  -1.315  1.048  1.283

Atomic partial charges in e from the Löwdin method, atoms 1 to 4: 1.09 0.14 0.12 -0.20

No. 6
ORCA calculation (the ωB97M-V functional and the def2-TZVPD basis) on a 3-piece molecular cluster, C13H32BrFO3Si overall.

Properties
E_LUMO = 0.56 eV
orbital gap = 10.515 eV
E = -3703.59730 Eh
strongest force on any atom = 0.0199 Eh/bohr
2S+1 = 1

Cartesian coordinates (Å):
Br  -0.357  3.459  -1.458
Si  0.709  0.838  1.095
F  0.163  -3.637  2.534
O  -4.621  3.387  -1.644
O  0.520  -5.354  -0.725
O  3.414  0.212  -0.850
C  0.204  2.558  1.684
C  -0.896  -2.956  1.936
C  -5.475  4.059  -3.827
C  -1.617  2.765  -0.147
C  2.573  0.647  1.371
C  -0.192  -0.547  2.014
C  4.613  -0.732  0.950
C  -1.184  3.067  1.264
C  1.667  -4.689  -1.242
C  -4.259  3.868  -2.940
C  -0.413  -1.780  1.138
C  3.233  -0.364  0.437
C  2.873  -4.884  -0.339
H  0.403  0.657  -0.346
H  -3.551  3.173  -3.402
H  -5.189  4.444  -4.806
H  3.024  1.605  1.140
H  -1.185  4.148  1.357
H  -6.001  3.112  -3.971
H  -1.557  -2.600  2.723
H  2.672  -4.491  0.661
H  0.521  -2.014  0.636
H  -1.153  -0.200  2.389
H  -1.168  -1.582  0.381
H  5.148  0.186  1.163
H  3.752  -4.375  -0.740
H  4.541  -1.279  1.881
H  1.868  -5.093  -2.232
H  -6.175  4.756  -3.366
H  3.099  -5.945  -0.235
H  -1.805  1.720  -0.333
H  5.161  -1.295  0.207
H  1.442  -3.621  -1.354
H  -5.068  2.541  -1.760
H  0.203  2.503  2.771
H  2.768  0.384  2.405
H  2.629  0.035  -1.392
H  -1.476  -3.651  1.334
H  0.975  3.275  1.443
H  2.659  -1.289  0.366
H  0.359  -4.970  0.144
H  -3.747  4.816  -2.786
H  0.390  -0.858  2.878
H  -2.543  3.277  -0.352
H  -1.953  2.714  1.942

Atomic partial charges in e from the Löwdin method, atoms 1 to 4: 0.64 0.67 -0.06 -0.10

No. 7
ORCA calculation (the ωB97M-V functional and the def2-TZVPD basis) on BrF2NS as an isolated structure.

Properties
E_LUMO = -0.69 eV
energy above the lowest of the compared OMol25 structures with the same formula, charge and spin = 9.0 kcal/mol
orbital gap = 9.580 eV
E = -3226.59241 Eh
strongest force on any atom = 0.0822 Eh/bohr
2S+1 = 1

Cartesian coordinates (Å):
Br  -2.277  -0.791  0.498
S  0.128  0.576  -0.039
F  1.562  0.514  0.995
F  1.157  0.581  -1.233
N  -0.571  -0.880  -0.222

Atomic partial charges in e from the Löwdin method, atoms 1 to 4: 0.55 0.93 -0.39 -0.30

No. 8
ORCA calculation (the ωB97M-V functional and the def2-TZVPD basis) on H15O7 as an isolated structure.

Properties
E_LUMO = -3.32 eV
charge = +1
energy above the lowest of the compared OMol25 structures with the same formula, charge and spin = 61.2 kcal/mol
orbital gap = 11.597 eV
E = -535.38938 Eh
strongest force on any atom = 0.0516 Eh/bohr
2S+1 = 1

Cartesian coordinates (Å):
O  -0.215  1.053  -1.521
O  2.217  0.680  -0.206
O  -0.824  0.728  1.201
O  0.622  -1.071  0.393
O  -2.462  -1.786  0.499
O  0.907  2.340  0.890
O  -0.406  -1.467  -1.795
H  1.733  1.610  0.380
H  1.233  2.915  1.567
H  -0.692  1.087  -0.613
H  3.160  0.756  -0.107
H  -0.361  -2.090  -2.487
H  0.849  -1.861  0.954
H  -3.038  -1.537  -0.311
H  -0.244  -0.299  0.952
H  -0.019  1.612  1.190
H  0.156  -1.479  -0.593
H  -3.072  -2.151  1.152
H  -1.384  0.816  1.966
H  1.607  -0.346  0.039
H  0.770  1.043  -1.331
H  -0.536  -0.550  -2.219

Atomic partial charges in e from the Löwdin method, atoms 1 to 4: -0.08 -0.06 -0.05 0.00